(P)
12
Properties=species:S:1:pos:R:3:lowdin_charge:R:1 method="wB97M-V/def2-TZVPD" e_homo_ev=-15.629 gap_ev=9.44 charge=+1 smiles="O=C[N+]1=CC=NC1"
O -2.59 0.88 0.23 0.25
N 1.54 -0.65 -0.24 0.11
N -0.36 0.20 0.09 0.00
C 1.61 0.55 -0.73 0.01
C 0.30 1.03 -0.53 0.02
C -1.88 -0.01 0.34 -0.10
C 0.34 -1.05 0.34 -0.10
H -1.73 -0.95 0.69 0.09
H -0.14 2.03 -0.78 0.19
H 0.70 -0.99 1.40 0.20
H 2.57 0.91 -1.07 0.15
H -0.36 -1.94 0.25 0.19

=====

(Q)
12
Properties=species:S:1:pos:R:3:lowdin_charge:R:1 method="wB97M-V/def2-TZVPD" e_homo_ev=-15.431 gap_ev=7.92 charge=+1 smiles="CC1=NC=[NH+]C1=O"
O 1.74 -0.31 -1.82 0.24
N -0.34 0.57 -2.06 0.18
N -1.16 0.57 0.05 0.14
C 0.72 0.02 -1.35 -0.29
C 0.66 -0.65 1.36 0.01
C -1.41 0.81 -1.23 0.03
C 0.05 -0.02 0.24 -0.04
H -2.20 1.42 -1.58 0.15
H 0.02 -1.34 2.00 0.16
H 0.96 -0.06 2.27 0.15
H -0.11 0.82 -2.99 0.17
H 1.62 -1.04 1.05 0.10

=====

The calculated energies rank the structures as follows, beginning with the most stable: (Q), (P).

=====

(P)
27
Properties=species:S:1:pos:R:3:lowdin_charge:R:1 method="wB97M-V/def2-TZVPD" e_homo_ev="-6.624 / -6.621" gap_ev="6.25 / 6.25"
O 0.46 -5.88 0.12 -0.03
N -0.72 0.13 0.76 0.16
N 0.91 -0.33 -0.81 -0.03
C -0.12 -2.18 0.34 -0.16
C -1.58 -0.27 1.69 -0.31
C -2.30 0.82 2.41 -0.03
C 0.73 -3.10 -0.33 -0.07
C 0.00 -0.79 0.11 -0.19
C 1.49 -2.58 -1.39 -0.08
C 0.98 1.61 -2.34 -0.07
C -1.05 -2.57 1.31 0.01
C 1.17 1.09 -0.92 -0.19
C -1.78 -1.62 1.99 -0.01
C 1.61 -1.22 -1.55 -0.03
C -0.03 -5.04 -0.50 -0.10
H 2.19 1.30 -0.57 0.13
H -1.73 1.10 3.30 0.09
H -1.20 -3.63 1.48 0.11
H 2.33 -0.79 -2.24 0.13
H -2.39 1.69 1.77 0.08
H -2.50 -1.90 2.74 0.11
H 2.08 -3.23 -2.00 0.10
H -3.29 0.49 2.73 0.08
H 1.73 1.22 -3.02 0.06
H 1.07 2.69 -2.34 0.08
H 0.45 1.58 -0.25 0.10
H 0.00 1.34 -2.72 0.08

=====

(Q)
27
Properties=species:S:1:pos:R:3:lowdin_charge:R:1 method="wB97M-V/def2-TZVPD" e_homo_ev=-7.647 gap_ev=7.50 smiles=O[C@@H]1C[C@H]1Nc1cccc2cnccc12
O -4.39 0.73 -0.45 -0.13
N -1.08 -0.92 0.25 0.02
N 4.31 -0.88 -0.05 0.04
C 0.03 0.00 0.20 -0.14
C -2.32 -0.48 0.75 -0.26
C 3.82 0.40 0.11 -0.08
C 3.44 -1.84 -0.35 -0.15
C -3.24 -0.22 -0.56 -0.25
C 1.97 -1.56 -0.34 0.04
C -0.20 1.37 -0.09 -0.06
C -3.45 -1.40 0.30 -0.07
C 2.21 2.08 0.19 0.02
C 2.51 0.75 0.11 -0.24
C 0.78 2.25 -0.07 -0.08
C 1.46 -0.23 0.17 -0.08
H 2.85 2.88 0.12 0.09
H 4.63 1.05 0.09 0.10
H -4.08 1.71 -0.94 0.19
H -2.78 -0.22 -1.47 0.10
H 0.45 3.25 -0.08 0.09
H -2.96 -2.40 0.07 0.13
H 1.07 -2.31 -0.47 0.12
H -0.79 -1.78 0.75 0.14
H -2.43 0.19 1.53 0.12
H -4.38 -1.35 0.98 0.15
H 3.79 -2.81 -0.74 0.09
H -1.22 1.75 -0.02 0.11

=====

The calculated energies rank the structures as follows, beginning with the most stable: (P), (Q).

=====

(P)
16
Properties=species:S:1:pos:R:3:lowdin_charge:R:1 method="wB97M-V/def2-TZVPD" e_homo_ev=-10.622 gap_ev=11.03 smiles="NC(=O)O.O.O.O"
O 1.91 0.65 0.90 -0.12
O 0.96 1.09 -1.66 -0.10
O -2.96 0.59 0.12 0.09
O -1.11 0.49 1.45 0.03
O 0.94 -2.03 0.46 -0.07
N -1.10 -0.47 -0.60 0.10
C -1.81 0.29 0.25 -0.66
H -1.62 -0.83 -1.41 0.13
H -1.79 0.58 2.18 0.15
H 1.66 0.97 -0.05 0.05
H -0.05 -0.96 -0.35 0.15
H 0.05 0.83 -1.31 0.03
H 0.72 1.80 -2.28 0.07
H 1.75 -2.32 0.00 0.08
H 1.38 -1.25 0.89 0.04
H 1.07 0.57 1.41 0.02

=====

(Q)
16
Properties=species:S:1:pos:R:3:lowdin_charge:R:1 method="wB97M-V/def2-TZVPD" e_homo_ev=-10.787 gap_ev=11.11 smiles="NC(=O)O.O.O.O"
O -1.41 0.14 0.44 0.07
O 1.53 1.45 1.72 -0.04
O -2.34 -1.89 0.49 0.08
O 0.45 1.99 -0.99 -0.06
O 2.28 0.16 -1.53 -0.07
N -0.21 -1.61 -0.33 0.19
C -1.39 -1.21 0.18 -0.65
H 2.27 -0.44 -2.26 0.02
H 1.28 2.03 2.44 0.05
H -0.47 1.70 -0.92 0.05
H 1.44 0.64 -1.42 -0.02
H 0.58 -0.98 -0.39 0.07
H 2.24 0.90 2.09 0.06
H 0.05 -2.56 -0.13 0.12
H -2.32 0.30 0.68 0.12
H 0.73 1.69 -0.11 0.00

=====

The calculated energies rank the structures as follows, beginning with the most stable: (Q), (P).

=====

(P)
29
Properties=species:S:1:pos:R:3:lowdin_charge:R:1 method="wB97M-V/def2-TZVPD" e_homo_ev=-13.893 gap_ev=10.16 charge=+1
O -0.29 1.60 3.42 -0.06
N 0.20 -0.59 0.05 -0.06
C -1.79 2.60 -3.02 -0.04
C -1.19 0.84 -1.11 0.06
C -1.40 1.63 -1.99 0.01
C 0.60 -1.51 1.11 -0.19
C 0.68 -2.77 0.41 -0.09
C 2.63 0.02 -0.38 -0.06
C 1.25 -0.39 -0.95 -0.14
C -0.91 -0.08 -0.05 -0.28
C -1.98 -0.30 0.91 0.00
H -1.00 2.06 3.98 0.10
H 1.45 -2.71 -0.40 0.09
H 3.17 -0.71 0.24 0.07
H 1.43 -1.40 -1.46 0.14
H -0.91 3.11 -3.35 0.08
H -0.26 -1.40 1.91 0.15
H 2.63 0.97 0.25 0.11
H -3.10 -0.15 0.60 0.15
H -0.24 -2.97 -0.03 0.07
H 0.54 1.94 3.58 -0.01
H 0.82 0.35 -1.59 0.10
H -1.95 0.53 1.73 0.14
H -2.55 3.22 -2.60 0.09
H -1.98 2.12 -3.97 0.10
H 1.01 -3.62 1.12 0.14
H 1.72 -1.24 1.39 0.16
H 3.39 0.12 -1.21 0.10
H -1.95 -1.27 1.42 0.09

=====

(Q)
29
Properties=species:S:1:pos:R:3:lowdin_charge:R:1 method="wB97M-V/def2-TZVPD" e_homo_ev=-12.509 gap_ev=7.61 charge=+1
O -3.08 0.55 -0.37 0.19
N 0.58 0.55 -0.50 0.01
C -0.06 -1.85 -0.67 -0.04
C -3.14 -0.60 1.76 0.16
C -1.74 0.84 -0.99 0.02
C 1.22 -1.02 1.34 -0.02
C -0.61 1.04 0.03 -0.43
C 2.40 -0.99 -0.93 -0.02
C -0.42 2.54 0.36 -0.02
C 0.98 -0.86 -0.17 -0.55
C -3.12 -0.03 0.67 -0.11
H -1.05 -1.59 -0.50 0.03
H -1.38 0.04 -1.69 0.14
H -3.20 -1.66 1.97 0.13
H -2.85 0.08 2.64 0.17
H 2.67 -2.04 -0.72 0.08
H 3.04 -0.25 -0.42 0.07
H 1.24 -2.05 1.66 0.10
H 2.11 -0.47 1.52 0.07
H -0.71 0.50 0.93 0.09
H -1.93 1.89 -1.48 0.18
H -0.13 -1.86 -1.78 0.10
H 0.53 -0.41 1.85 0.05
H 0.16 -2.85 -0.29 0.10
H 2.38 -0.78 -2.13 0.14
H 0.46 2.70 1.06 0.12
H -0.44 3.08 -0.56 0.07
H 1.36 1.11 -0.44 0.09
H -1.20 3.04 0.98 0.09

=====

The calculated energies rank the structures as follows, beginning with the most stable: (P), (Q).

=====

(P)
13
Properties=species:S:1:pos:R:3:lowdin_charge:R:1 method="wB97M-V/def2-TZVPD" e_homo_ev=-8.132 gap_ev=8.87 smiles="S/N=C/[C@@H]1OC=CS1"
S -3.23 -0.37 -0.36 0.72
S 1.73 -1.33 -0.30 0.92
O 0.78 0.78 0.95 -0.09
N -1.63 0.11 0.03 -0.35
C -0.85 -0.83 0.40 -0.31
C 1.31 1.18 -0.22 -0.27
C 1.84 0.29 -1.06 -0.36
C 0.57 -0.61 0.90 -0.57
H -1.18 -1.90 0.44 0.11
H -3.74 0.87 -0.36 -0.15
H 0.72 -1.05 1.92 0.13
H 2.28 0.59 -2.03 0.08
H 1.38 2.27 -0.31 0.14

=====

(Q)
13
Properties=species:S:1:pos:R:3:lowdin_charge:R:1 method="wB97M-V/def2-TZVPD" e_homo_ev=-8.501 gap_ev=8.52
S -0.72 -0.41 -1.48 0.96
S 0.71 2.52 0.96 0.70
O 1.76 -1.45 0.19 0.04
N -0.04 1.06 0.47 -0.43
C -0.04 1.03 -0.77 -0.68
C -0.66 -1.53 -0.12 -0.60
C 0.66 -1.86 0.56 -0.25
C -1.77 -2.08 0.35 0.01
H -2.70 -1.90 -0.19 0.07
H -1.85 -2.75 1.29 0.11
H 1.05 2.19 2.29 -0.11
H 0.18 1.86 -1.48 0.08
H 0.40 -2.42 1.45 0.11

=====

(R)
13
Properties=species:S:1:pos:R:3:lowdin_charge:R:1 method="wB97M-V/def2-TZVPD" e_homo_ev=-9.012 gap_ev=8.35
S -1.49 -1.00 0.68 0.95
S -4.23 -0.51 -0.31 0.62
O 3.45 -0.97 -0.43 0.03
N -0.09 1.22 0.25 0.07
C 2.46 -0.31 -0.13 -0.28
C -2.65 -0.19 -0.32 -1.06
C 1.12 -0.88 0.00 -0.10
C 0.01 -0.14 0.27 -0.64
H -2.25 0.57 -0.94 0.00
H 2.56 0.77 0.08 0.11
H -0.68 1.67 0.94 0.10
H 0.77 1.74 0.03 0.10
H 1.03 -1.96 -0.12 0.11

=====

The calculated energies rank the structures as follows, beginning with the most stable: (R), (P), (Q).

=====

(P)
18
Properties=species:S:1:pos:R:3:lowdin_charge:R:1 method="wB97M-V/def2-TZVPD" e_homo_ev=-8.853 gap_ev=9.56
N 0.96 1.29 1.02 -0.07
N 0.30 -0.53 -1.97 0.01
N 0.44 0.21 0.37 -0.13
N 0.17 3.56 1.77 0.03
N -0.39 -1.72 -1.91 -0.10
C -1.47 -1.70 -0.77 -0.14
C 0.03 2.46 1.26 -0.34
C -0.36 -2.62 -0.74 -0.22
C 0.58 0.19 -1.03 -0.27
H -1.26 -0.82 0.04 0.11
H -0.38 -3.77 -0.83 0.11
H 0.85 1.15 -1.37 0.11
H 1.95 1.27 1.15 0.12
H -2.57 -1.85 -0.98 0.11
H 0.31 -0.74 1.09 0.22
H 0.69 -2.41 -0.07 0.14
H 1.33 3.78 1.76 0.13
H -1.19 2.22 1.21 0.16

=====

(Q)
18
Properties=species:S:1:pos:R:3:lowdin_charge:R:1 method="wB97M-V/def2-TZVPD" e_homo_ev=-6.149 gap_ev=6.83 smiles=Cc1nc(N)c(N)n1N
N -1.61 -1.02 -0.97 0.10
N -0.49 -0.34 -0.41 -0.07
N -1.70 0.83 1.31 0.10
N 1.61 0.30 -0.05 0.15
N 1.24 1.71 1.77 0.10
C -0.55 0.51 0.66 -0.30
C 1.26 -1.26 -1.98 -0.03
C 0.77 0.89 0.84 -0.42
C 0.82 -0.43 -0.82 -0.36
H 0.67 2.08 2.52 0.08
H -1.64 1.33 2.19 0.09
H -2.52 0.23 1.24 0.08
H -2.41 -0.39 -0.99 0.08
H 2.03 -0.72 -2.55 0.08
H 0.45 -1.50 -2.66 0.07
H -1.88 -1.80 -0.38 0.09
H 2.25 1.77 1.91 0.09
H 1.71 -2.19 -1.62 0.07

=====

The calculated energies rank the structures as follows, beginning with the most stable: (Q), (P).